(1)
{"formula": "C14H21BrN3OP", "method": "ωB97M-V/def2-TZVPD", "homo_lumo_gap_ev": 7.3324, "charge": 0, "e_tot_ha": -3700.9039, "smiles": "OP(Br)c1cccc2nccnc12.CCN(CC)CC", "species": ["H", "H", "H", "H", "C", "H", "H", "H", "C", "H", "H", "C", "C", "C", "N", "H", "H", "C", "H", "N", "C", "C", "Br", "H", "C", "C", "C", "H", "O", "H", "H", "C", "H", "H", "C", "N", "C", "H", "H", "H", "P"], "positions_angstrom": [[0.014, -1.228, 3.019], [-5.141, 3.114, -2.993], [-0.674, -1.644, 1.456], [0.462, 1.089, 2.189], [-2.504, 0.469, -2.258], [3.453, -1.088, 1.370], [-0.151, 0.619, 0.583], [0.765, -3.375, 0.873], [2.553, -0.701, 1.858], [0.820, -1.003, -2.116], [1.332, 3.939, -2.190], [2.818, -0.591, 3.362], [-4.325, 2.376, -2.803], [-0.208, 0.414, 1.655], [1.401, -1.480, 1.427], [2.490, -3.188, 0.911], [-1.666, -1.516, -1.614], [0.108, -1.048, 1.939], [1.508, -4.694, 2.691], [-3.063, 2.754, -3.107], [-4.657, 1.054, -2.215], [-0.678, 2.110, -3.077], [-1.272, 5.468, -2.876], [-1.225, 0.643, 1.980], [0.376, 1.125, -2.827], [0.032, -0.232, -2.302], [-1.395, -0.505, -2.019], [3.508, 0.236, 3.552], [1.466, 3.929, -3.164], [1.444, 1.350, -3.038], [1.910, -0.390, 3.933], [1.577, -2.926, 1.456], [-5.737, 0.860, -1.975], [0.792, -3.289, 3.472], [-2.128, 1.778, -2.804], [-3.788, 0.053, -1.942], [1.608, -3.613, 2.824], [3.286, -1.492, 3.759], [2.449, 0.313, 1.458], [2.553, -3.446, 3.339], [-0.114, 3.757, -3.787]]}

(2)
{"formula": "C10H21O2P", "method": "ωB97M-V/def2-TZVPD", "homo_lumo_gap_ev": 10.4353, "e_above_lowest_kj_mol": 314.9, "charge": 0, "e_tot_ha": -885.3627, "smiles": "CC(C)C1=CC[C@H](C)CC1.O=[PH2]O", "species": ["C", "H", "H", "H", "H", "H", "H", "H", "H", "H", "H", "C", "H", "H", "C", "C", "H", "O", "H", "O", "H", "C", "H", "C", "H", "C", "C", "P", "C", "C", "H", "H", "H", "H"], "positions_angstrom": [[-0.995, -0.145, 0.568], [-0.857, 1.049, -3.002], [2.087, -2.277, -0.237], [0.891, -3.779, -0.238], [1.790, 2.108, -0.709], [0.836, -2.182, 3.287], [1.930, 0.574, 1.330], [0.827, 3.995, 0.085], [-2.140, 1.651, -0.464], [2.173, -0.363, -0.088], [0.203, 2.020, 1.465], [0.947, 1.386, -0.450], [-0.948, 4.078, 0.734], [-2.081, 1.638, 1.285], [1.134, -2.449, 2.273], [0.172, -0.623, 0.699], [0.623, -2.369, -1.231], [-0.867, -0.926, -1.864], [-0.587, 3.750, -0.940], [-2.221, -0.670, -4.013], [2.207, -2.325, 2.223], [0.333, -2.066, 0.993], [-0.684, -2.471, 1.228], [-1.451, 1.371, 0.423], [-0.271, -0.934, -0.877], [1.439, 0.156, 0.364], [-0.238, 3.588, 0.065], [-1.779, 0.000, -2.783], [1.046, -2.677, -0.218], [-0.130, 2.123, 0.440], [0.405, 1.022, -1.380], [-2.036, -0.715, 0.544], [1.059, -3.585, 2.341], [-2.818, 0.044, -1.852]]}

(3)
{"formula": "C3H6INOS", "method": "ωB97M-V/def2-TZVPD", "homo_lumo_gap_ev": 8.6894, "e_above_lowest_kj_mol": 332.6, "charge": 0, "e_tot_ha": -943.6616, "smiles": "S[C@H]1CON(I)C1", "species": ["H", "S", "H", "H", "H", "C", "H", "H", "N", "O", "I", "C", "C"], "positions_angstrom": [[-0.326, 1.628, 0.168], [-1.969, 0.114, 1.301], [-1.087, -1.061, -0.899], [-0.760, 0.464, -1.752], [-1.816, -1.241, 1.346], [-0.546, -0.227, -0.980], [1.492, 0.940, 1.063], [0.516, -0.506, 1.920], [0.867, -0.671, -1.203], [1.368, -0.880, -0.022], [2.068, 0.796, -2.178], [0.764, 0.071, 0.948], [-0.572, 0.573, 0.288]]}

(4)
{"formula": "C51H104F6N14O12S6", "method": "ωB97M-V/def2-TZVPD", "homo_lumo_gap_ev": 9.1485, "charge": 4, "e_tot_ha": -6661.9072, "species": ["C", "H", "C", "O", "H", "C", "H", "H", "H", "H", "H", "H", "C", "H", "C", "H", "H", "F", "C", "H", "C", "H", "H", "C", "C", "H", "C", "H", "O", "O", "O", "F", "C", "O", "H", "F", "H", "N", "C", "H", "S", "S", "H", "H", "C", "H", "H", "H", "H", "C", "C", "H", "F", "H", "H", "C", "C", "H", "H", "C", "H", "C", "H", "N", "C", "H", "H", "H", "H", "H", "H", "N", "H", "H", "F", "H", "H", "O", "C", "C", "H", "H", "C", "N", "H", "H", "C", "C", "N", "H", "H", "O", "H", "C", "C", "H", "C", "H", "H", "C", "C", "H", "N", "H", "H", "H", "H", "N", "H", "C", "H", "C", "C", "H", "S", "O", "C", "O", "H", "H", "H", "C", "H", "H", "H", "H", "H", "H", "H", "C", "H", "O", "C", "N", "S", "C", "S", "C", "H", "H", "H", "N", "C", "C", "C", "H", "H", "H", "H", "C", "H", "N", "H", "H", "H", "O", "H", "H", "H", "H", "H", "H", "N", "F", "H", "H", "C", "C", "N", "C", "H", "N", "H", "H", "S", "C", "H", "H", "H", "H", "H", "H", "H", "C", "H", "N", "O", "C", "H", "H", "C", "H", "C"], "positions_angstrom": [[-31.761, -18.188, -19.745], [-18.824, -12.979, -20.739], [-24.588, -22.292, -17.848], [-28.357, -14.676, -16.142], [-29.137, -14.616, -21.312], [-29.028, -12.501, -21.816], [-16.784, -10.092, -17.844], [-20.799, -13.037, -26.351], [-27.413, -7.150, -17.186], [-31.954, -20.606, -18.396], [-34.092, -11.199, -21.571], [-19.544, -14.704, -20.775], [-30.996, -13.607, -23.078], [-24.191, -17.894, -15.110], [-24.024, -18.935, -14.831], [-27.064, -10.946, -14.441], [-21.316, -16.977, -14.111], [-26.853, -15.037, -26.377], [-25.925, -12.759, -15.127], [-19.885, -11.997, -17.018], [-24.157, -23.406, -18.764], [-23.110, -8.918, -19.213], [-21.919, -20.764, -18.881], [-21.376, -14.106, -15.304], [-27.186, -12.023, -14.552], [-18.810, -11.828, -27.085], [-29.924, -18.770, -18.867], [-28.974, -11.582, -21.233], [-27.107, -16.746, -24.659], [-25.788, -12.573, -18.379], [-24.211, -16.302, -19.665], [-30.584, -14.983, -15.509], [-24.815, -19.092, -13.493], [-25.774, -12.993, -22.461], [-18.522, -10.124, -17.864], [-23.464, -12.343, -18.157], [-16.841, -12.439, -17.062], [-32.422, -11.976, -22.616], [-32.266, -13.152, -23.312], [-33.135, -13.581, -23.789], [-27.985, -17.400, -15.982], [-24.604, -13.329, -18.735], [-25.234, -21.194, -19.956], [-22.602, -20.106, -16.864], [-22.330, -15.185, -14.814], [-28.128, -12.198, -15.073], [-29.768, -13.566, -20.107], [-20.951, -11.365, -25.612], [-33.207, -10.090, -22.649], [-25.039, -8.954, -17.945], [-19.696, -12.873, -23.260], [-28.246, -14.119, -12.026], [-28.196, -18.906, -15.438], [-30.295, -20.460, -16.587], [-30.308, -8.928, -9.963], [-17.736, -11.834, -16.916], [-31.257, -19.974, -16.423], [-24.320, -24.416, -18.387], [-23.740, -18.940, -17.577], [-27.929, -11.548, -12.130], [-28.348, -12.649, -22.656], [-23.630, -19.954, -17.194], [-17.625, -11.129, -19.018], [-24.184, -14.704, -17.818], [-20.073, -16.048, -15.690], [-27.047, -9.810, -20.359], [-28.095, -10.210, -17.671], [-28.538, -16.670, -20.939], [-22.645, -23.169, -20.273], [-19.370, -15.844, -14.882], [-24.764, -8.600, -16.962], [-20.629, -12.736, -24.267], [-27.781, -14.570, -13.691], [-25.996, -14.211, -12.613], [-24.252, -14.940, -22.530], [-28.197, -18.423, -21.253], [-29.057, -10.440, -13.644], [-26.304, -15.351, -18.828], [-29.199, -10.820, -12.632], [-20.991, -14.872, -17.648], [-30.899, -17.007, -21.426], [-27.128, -10.812, -12.078], [-31.220, -11.586, -22.117], [-30.378, -12.586, -22.240], [-31.886, -20.393, -15.637], [-19.696, -16.856, -16.317], [-18.982, -12.173, -26.065], [-21.804, -13.271, -23.717], [-25.507, -14.682, -24.397], [-30.097, -11.438, -12.639], [-24.585, -19.564, -19.857], [-27.704, -17.684, -17.355], [-20.834, -13.612, -14.498], [-33.612, -11.096, -22.544], [-22.770, -21.382, -19.167], [-22.913, -20.994, -20.175], [-24.517, -19.964, -15.960], [-20.134, -15.292, -18.175], [-28.981, -7.773, -16.905], [-28.078, -7.959, -17.486], [-24.325, -10.143, -21.382], [-25.631, -22.201, -17.544], [-24.037, -20.975, -18.357], [-32.933, -19.351, -17.543], [-21.953, -17.133, -15.735], [-28.561, -7.734, -18.437], [-22.996, -19.139, -14.532], [-27.336, -12.600, -13.125], [-28.016, -13.665, -20.275], [-29.827, -9.771, -10.459], [-20.429, -13.347, -20.134], [-25.931, -13.131, -12.742], [-19.688, -13.628, -20.882], [-19.174, -12.805, -18.301], [-24.900, -15.621, -18.616], [-28.117, -14.363, -24.410], [-25.036, -20.367, -19.274], [-30.062, -15.797, -17.672], [-22.080, -13.414, -15.768], [-30.906, -19.009, -16.059], [-22.250, -14.071, -21.662], [-31.930, -19.712, -17.773], [-25.080, -10.587, -22.031], [-18.478, -13.139, -26.063], [-27.178, -9.472, -16.524], [-25.569, -19.880, -16.231], [-18.665, -12.564, -23.353], [-28.977, -10.024, -9.826], [-28.059, -12.000, -11.147], [-28.392, -17.658, -20.502], [-17.824, -11.367, -15.935], [-24.183, -13.380, -20.146], [-26.191, -9.693, -19.710], [-29.610, -17.939, -19.921], [-29.427, -15.703, -16.325], [-17.640, -10.750, -17.996], [-25.754, -14.385, -22.927], [-22.779, -22.923, -19.220], [-30.970, -10.633, -21.675], [-28.432, -8.939, -11.774], [-24.358, -20.931, -15.484], [-26.284, -9.372, -18.400], [-24.147, -9.132, -18.997], [-28.956, -13.657, -20.828], [-24.964, -12.750, -13.882], [-29.234, -13.527, -13.484], [-25.705, -12.515, -11.872], [-24.776, -23.483, -19.659], [-24.086, -9.241, -21.945], [-21.583, -13.661, -22.406], [-21.975, -23.303, -18.590], [-20.296, -13.369, -22.146], [-23.597, -10.952, -21.320], [-27.598, -17.643, -19.755], [-24.027, -22.340, -16.915], [-26.695, -15.265, -22.179], [-23.213, -15.196, -15.453], [-30.382, -10.699, -10.318], [-25.934, -20.059, -18.738], [-30.007, -8.768, -12.353], [-34.307, -11.294, -23.359], [-18.384, -11.629, -25.334], [-24.892, -9.635, -20.121], [-24.889, -16.724, -17.462], [-25.881, -19.238, -13.665], [-24.622, -11.731, -13.698], [-21.464, -16.442, -15.049], [-30.802, -17.581, -20.517], [-20.372, -14.675, -16.328], [-20.401, -12.305, -25.648], [-18.665, -13.632, -15.366], [-29.507, -16.863, -15.473], [-26.082, -13.831, -15.255], [-24.107, -13.415, -13.992], [-26.981, -15.271, -24.744], [-19.058, -13.890, -16.349], [-25.716, -12.396, -16.133], [-21.815, -15.571, -17.509], [-32.840, -18.195, -19.768], [-24.634, -18.265, -12.805], [-22.554, -13.312, -24.493], [-18.347, -14.579, -16.806], [-21.231, -13.837, -17.893], [-29.380, -9.475, -11.810], [-29.175, -19.227, -18.238], [-31.276, -18.857, -18.666], [-26.929, -16.983, -15.056], [-27.497, -9.306, -17.553], [-24.434, -19.896, -12.864], [-22.615, -15.130, -13.763], [-28.266, -13.815, -13.073], [-30.449, -14.449, -23.475], [-19.030, -12.639, -17.233]]}

(5)
{"formula": "C14H15O2", "method": "ωB97M-V/def2-TZVPD", "homo_lumo_gap_ev": 4.8531, "e_above_lowest_kj_mol": 478.2, "charge": -1, "e_tot_ha": -692.7604, "species": ["H", "H", "C", "H", "H", "C", "C", "H", "H", "H", "C", "C", "C", "C", "H", "C", "C", "H", "C", "H", "O", "O", "H", "C", "H", "H", "C", "H", "C", "H", "C"], "positions_angstrom": [[2.488, 6.244, 2.327], [1.427, -0.461, 0.346], [1.812, 5.666, 1.696], [-0.481, -0.078, -1.345], [2.009, 3.925, 2.923], [1.344, 2.042, 1.079], [-0.712, -2.255, -1.135], [-2.997, -4.711, -0.578], [0.700, -4.798, -2.849], [-0.184, -1.146, 0.585], [2.100, 4.190, 1.861], [0.416, -0.093, 0.136], [-2.122, -4.219, -0.992], [0.227, -2.914, -1.900], [3.131, 3.992, 1.543], [-2.817, -1.852, -0.151], [-1.934, -2.848, -0.765], [1.973, 6.001, 0.670], [-1.160, -4.914, -1.730], [0.795, 5.931, 1.989], [1.169, 3.409, 1.068], [2.249, 1.498, 1.704], [-3.852, -2.106, 0.119], [0.371, 1.320, 0.315], [-2.554, 0.321, 0.274], [1.107, -2.377, -2.259], [-0.019, -4.272, -2.221], [-0.397, 1.909, -0.202], [-0.613, -0.793, -0.507], [-1.297, -5.971, -1.931], [-2.177, -0.643, -0.068]]}

What is the charge in the second record?
0